1.
The following is a DFT calculation (ωB97M-V/def2-TZVPD) of a molecular structure, C33H40MnN4P2Se at a distorted geometry.

Each line ends with the Löwdin spin population.
Geometry (Å):
Se -1.66089 0.48050 3.51739  0.26
Mn 0.01255 0.42706 1.76958  1.70
P 1.61238 -0.32917 0.34844  -0.02
P -1.33336 -0.93539 0.46837  0.00
N -2.73875 -1.91972 0.85251  0.00
N 2.78485 -1.53092 0.92411  0.00
N -2.24754 0.46598 -0.23210  0.01
N 2.74547 0.95391 -0.28728  0.04
C 0.33163 -0.33407 -5.09691  0.00
C 3.80319 0.77236 -1.17086  0.35
C 4.24753 -2.53431 2.33540  0.00
C -0.88355 1.25872 6.22702  0.01
C -2.21684 1.76758 0.27450  0.00
C -0.96268 0.20237 5.30088  0.04
C 3.56812 -1.35166 2.06819  0.00
C -2.85851 -2.51788 2.10520  0.00
C -0.43123 1.00796 7.52230  0.00
C -1.86812 1.68500 -4.65631  0.00
C 1.41845 1.10145 2.99403  -0.01
C -0.92323 2.29230 -5.65675  0.00
C 0.51899 2.58253 -5.16035  0.00
C -3.93380 -2.12489 0.15246  0.00
C -4.78990 -2.85821 0.96116  0.00
C -2.82806 0.49556 -1.48109  0.00
C 4.52229 1.96459 -1.26409  0.12
C 2.78064 2.27093 0.16148  0.33
C -0.48744 -1.73135 -0.94112  0.00
C 0.91782 -1.12111 -1.12469  -0.01
C -0.06874 -0.28716 7.90713  0.00
C -0.56614 -1.08836 5.67532  0.00
C -2.80493 2.60600 -0.66308  0.00
C -2.06153 0.37172 -4.48754  0.00
C 3.87591 2.90555 -0.40516  0.12
C -3.23841 1.79763 -1.75262  0.00
C 3.85281 -3.48403 1.34071  0.00
C 0.93055 0.47878 -3.97322  0.00
C -4.11202 -3.09205 2.20256  0.00
C -1.15925 -0.68655 -5.04232  0.00
C -0.12243 -1.32595 6.97470  0.00
C 0.94323 1.81475 -3.94677  0.00
C 2.93900 -2.84748 0.50972  0.00
H 0.89951 -1.28125 -5.08273  0.00
H 4.95923 -2.69341 3.12924  0.00
H -0.87945 1.68634 -6.57693  0.00
H 0.17467 -2.33298 7.25822  0.00
H 4.20516 -4.49626 1.23373  0.00
H -0.63465 -1.89757 4.95215  0.00
H -3.77380 2.10203 -2.63633  0.00
H 1.57356 -0.11942 -3.31726  0.00
H 2.02658 2.63173 0.84162  0.01
H 0.61058 3.66030 -4.99119  0.00
H -0.41393 -2.81534 -0.71047  0.00
H -4.50096 -3.61706 3.05929  0.00
H -1.91705 1.95034 1.30607  0.00
H 2.35709 -3.22854 -0.30967  0.00
H -1.19460 2.25673 5.92657  0.00
H 2.35384 1.48779 2.56992  0.00
H 0.88201 1.90267 3.51519  0.01
H 0.81660 -0.28486 -1.82218  0.00
H 1.36900 2.40350 -3.14035  0.00
H 5.41002 2.13559 -1.85071  0.00
H -2.87373 -0.41621 -2.06168  0.00
H -0.36423 1.82789 8.23541  0.00
H 0.27715 -0.48122 8.91964  0.00
H 3.95089 -0.17540 -1.66180  0.01
H -2.89404 3.67623 -0.59086  0.00
H -4.06321 -1.72422 -0.84401  0.00
H 1.19404 2.33696 -5.99457  0.00
H -1.35352 3.26720 -5.94138  0.00
H 0.53489 0.16313 -6.06032  0.00
H 3.53092 -0.42645 2.62059  0.00
H -2.99057 -0.01924 -4.05701  0.00
H 4.18839 3.91767 -0.20427  0.00
H -1.09291 -1.62573 -1.86827  0.00
H -1.30280 -1.62102 -4.48262  0.00
H -5.78824 -3.17757 0.70636  0.00
H -1.44619 -0.93018 -6.07655  0.00
H 1.57329 0.22650 3.65425  0.01
H -2.46098 2.42025 -4.11517  0.00
H 1.59366 -1.85159 -1.59304  0.00
H -2.04426 -2.44030 2.81016  0.00

Its HOMO energy (spin up / spin down) is -13.13 / -13.11 eV. The relative energy (zero: lowest compared OMol25 entry of this formula, charge and spin) is 0.000 eV. The expectation value of S² is 3.90. The charge is +2. The gap between HOMO and LUMO (spin up / spin down) comes out at 5.70 / 3.23 eV. The multiplicity is 4. The energy is -5734.8175 hartree.

2.
The following is a DFT calculation (ωB97M-V/def2-TZVPD) of C5H5NO in the gas phase at a distorted geometry.

Each line ends with the Mulliken charge.
Geometry (Å):
O 3.25776 -1.37893 -0.00538  -0.39
N -1.58316 -1.82519 -0.10745  -0.65
C 2.52642 -0.45711 0.07932  0.55
C -0.67499 -1.02076 0.16307  0.12
C 1.81327 0.65825 -0.10864  -0.53
C -0.74470 0.40664 -0.03107  -0.18
C 0.38350 1.17669 -0.06506  -0.15
H 2.43695 1.54708 -0.29093  0.24
H -1.79255 1.00643 -0.04340  0.20
H -1.33449 -2.79634 0.16481  0.26
H 0.36205 -1.25188 0.53662  0.21
H 0.35984 2.28669 0.02706  0.31

Its HOMO energy is -8.71 eV. The relative energy (zero: lowest compared OMol25 entry of this formula, charge and spin) is 2.644 eV. Its SMILES is [H]/N=C/C=C\C=C=O. The gap between HOMO and LUMO comes out at 8.86 eV. The energy is -323.4225 hartree.

3.
The following is a DFT calculation (ωB97M-V/def2-TZVPD) of a molecular structure, C21H44N9O6Sr at a distorted geometry.

Each line ends with the Mulliken charge.
Geometry (Å):
Sr 0.64848 1.49114 0.09843  2.58
O -1.14819 2.44850 0.29434  -1.10
O 2.39933 2.61083 -0.27138  -0.62
O 0.96789 0.57581 1.97205  -1.31
O -3.30111 2.69275 -0.11159  -0.69
O 2.65936 4.71338 -0.20830  -0.80
O 2.75440 0.40502 3.28111  -0.72
N 2.00923 3.74560 -0.52592  0.79
N 2.19664 -0.69434 -0.04991  1.39
N 1.27591 6.00778 -1.94153  -0.41
N 0.89370 3.81015 -1.15184  -0.16
N -0.80509 5.04588 -2.04986  -0.05
N -0.38511 -0.24515 -1.48990  0.71
N -1.70120 3.97902 -2.03004  -0.50
N -2.21328 -0.34008 0.82632  1.61
N 0.21648 -1.87496 1.84373  0.75
C -1.81514 0.09840 -1.64041  -0.42
C 2.69686 -0.46832 -1.42376  0.48
C 3.03837 -0.03071 0.94947  -1.24
C -2.65636 0.94908 1.38037  -0.70
C -2.69543 -0.52066 -0.54677  -1.98
C -2.66956 -1.45525 1.68986  0.15
C 0.15115 -2.23267 4.28741  -1.92
C -0.60795 -2.40302 2.97385  1.61
C -4.17255 -1.43708 2.01575  -2.02
C -0.34456 -1.28003 -3.76481  -1.96
C 1.56143 -2.44329 1.64529  -1.23
C -0.93631 -3.87833 2.71747  -1.84
C -2.37274 2.12743 0.44485  -0.42
C 0.46130 4.97250 -1.67253  0.44
C 0.54038 1.03472 -3.39951  -1.63
C 4.07850 -1.09203 -1.67886  -1.80
C 1.75149 -0.98970 -2.51674  -2.15
C 0.36712 -0.34460 -2.76241  1.22
C 2.22748 0.36323 2.19364  0.37
C -1.86872 -1.52640 3.00399  -1.45
C 2.11916 -2.12487 0.26106  -0.98
H -0.69260 -2.18969 -3.27649  0.35
H 3.11549 -2.58633 0.21466  0.36
H 2.22214 -2.03722 2.41140  0.36
H -4.47417 -2.41284 2.38638  0.52
H 0.46689 -1.20119 4.42074  0.34
H 2.29542 -0.86995 -3.45394  0.54
H 1.49599 -2.61426 -0.49027  0.29
H -2.52014 -1.91198 3.78744  0.66
H -3.73322 0.96004 1.56812  0.61
H 1.52904 -3.53038 1.75122  0.70
H -4.39590 -0.70410 2.78390  0.47
H 4.01047 -2.17184 -1.78693  0.40
H 4.50228 -0.69875 -2.59810  0.49
H -1.19330 -0.80140 -4.24342  0.55
H -2.21745 -0.28624 -2.58133  0.56
H 0.89957 6.85447 -2.33111  0.19
H -0.34504 -1.95215 0.99383  -0.05
H 3.44215 0.89482 0.55045  0.72
H -2.48644 -2.37520 1.12207  0.36
H 4.76785 -0.86363 -0.87198  0.35
H 0.34769 -1.56740 -4.55150  0.46
H 3.88750 -0.64091 1.27626  0.52
H -1.11311 -4.07967 1.66171  0.37
H -3.70032 -0.09838 -0.67854  0.30
H -0.38461 -1.19492 -1.12011  -0.12
H -2.11620 1.13990 2.30718  0.35
H -0.13281 -4.52946 3.05357  0.52
H 2.14847 6.05523 -1.42593  0.24
H -1.92882 1.17662 -1.64396  0.29
H 1.61414 -2.06493 -2.38547  0.31
H -1.10052 5.85807 -2.57871  0.22
H 0.37289 -0.79859 1.97241  0.32
H 1.31154 1.60833 -2.89138  0.25
H 2.79957 0.61338 -1.52485  0.22
H 0.83791 0.91451 -4.43881  0.55
H -1.56985 -0.52264 3.30168  0.29
H -0.49202 -2.50232 5.12001  0.51
H -1.43292 3.36658 -1.24561  0.27
H -2.76578 -1.59600 -0.74349  0.46
H -2.64277 4.30574 -1.81279  0.36
H -1.83155 -4.15413 3.26852  0.42
H -0.38716 1.60011 -3.37954  0.38
H -4.76200 -1.21204 1.13198  0.34
H 1.03031 -2.86901 4.32780  0.40

Its HOMO energy is -11.41 eV. The relative energy (zero: lowest compared OMol25 entry of this formula, charge and spin) is 2.563 eV. The charge is +1. The gap between HOMO and LUMO comes out at 8.68 eV. The energy is -1801.3308 hartree.

4.
The following is a DFT calculation (ωB97M-V/def2-TZVPD) of C4H7NO2 in the gas phase at a distorted geometry.

Each line ends with the Mulliken charge.
Geometry (Å):
O -2.26812 1.51211 0.46228  -0.48
O 1.34997 0.82838 1.01407  -0.61
N 1.99683 -0.12660 -0.83286  -0.41
C -1.14674 1.42803 0.03227  -0.19
C -0.45380 0.09979 -0.27717  0.58
C 1.01150 0.30459 -0.02824  0.23
C -0.86687 -1.13101 0.63336  -1.27
H 2.95037 -0.16436 -0.48983  0.24
H -0.38331 -2.09487 0.38073  0.34
H 1.69293 -0.71520 -1.57531  0.22
H -0.58513 2.36283 -0.19424  0.35
H -0.72424 -0.11044 -1.32299  0.30
H -1.94159 -1.25109 0.50739  0.36
H -0.63182 -0.94215 1.69054  0.32

Its HOMO energy is -9.97 eV. The relative energy (zero: lowest compared OMol25 entry of this formula, charge and spin) is 0.796 eV. Its SMILES is C[C@@H](C=O)C(N)=O. The gap between HOMO and LUMO comes out at 10.66 eV. The energy is -361.8516 hartree.

5.
The following is a DFT calculation (ωB97M-V/def2-TZVPD) of C4H8N4 in the gas phase at a distorted geometry.

Each line ends with the Mulliken charge.
Geometry (Å):
N -1.64844 -0.89937 -0.17084  -0.56
N 2.18224 0.32119 -0.43634  -0.59
N 1.28550 1.18739 0.25504  -0.22
N -2.46007 0.20209 -0.05230  -0.49
C -0.46561 -0.49081 0.18281  0.45
C 0.57868 -1.35972 0.40121  -0.39
C -0.22605 0.97206 0.24138  -0.59
C 1.88167 -0.90160 -0.29194  0.03
H -0.63096 1.60270 -0.68896  0.31
H 0.92843 -1.19267 1.42084  0.25
H 2.58481 -1.82911 -0.33646  0.29
H 1.37598 2.22037 0.01579  0.32
H 0.40385 -2.39616 0.08197  0.34
H -1.84524 0.96380 -0.52744  0.08
H -0.89515 1.59619 0.95532  0.44
H -3.04965 0.00366 -1.05010  0.33

Its HOMO energy is -8.93 eV. The relative energy (zero: lowest compared OMol25 entry of this formula, charge and spin) is 5.346 eV. Its SMILES is N/N=C1/CC=NNC1. The gap between HOMO and LUMO comes out at 9.64 eV. The energy is -376.0520 hartree.

6.
The following is a DFT calculation (ωB97M-V/def2-TZVPD) of 7 unconnected molecules or ions with the total composition C17H49O9PS7 at a distorted geometry.

Each line ends with the Mulliken charge.
Geometry (Å):
S 6.13126 3.13503 -3.27930  -0.31
S -2.71273 -1.04107 3.77582  0.49
S -10.38497 0.91304 3.66137  0.59
S 3.52354 -5.41835 -2.35582  0.46
S -0.44071 1.81941 0.58430  0.43
S 9.27464 -0.38524 -2.99009  0.56
S -6.03693 3.29375 2.48702  0.44
P 5.07714 1.68089 -4.43999  -0.03
O -2.90588 0.39753 3.44104  -0.50
O -5.63665 2.69250 1.18217  -0.61
O 1.05571 4.44112 -3.14260  -0.59
O 3.31456 -4.01249 -2.80023  -0.54
O 5.90893 -0.67277 -3.45729  -0.10
O 8.71517 0.94814 -3.34276  -0.61
O 3.50258 2.21797 -4.70589  -0.19
O -9.61865 1.45466 4.81972  -0.60
O -0.03783 1.20238 -0.71550  -0.62
C 1.07219 2.02686 -3.31571  -0.65
C -4.20423 -1.59278 4.62096  -1.01
C -5.73091 2.05946 3.76072  -0.61
C -10.02910 -0.85009 3.56323  -0.90
C 11.05770 -0.18491 -2.82543  -1.04
C 9.32905 -1.34642 -4.50989  -0.96
C 1.53310 3.38084 -3.96323  0.07
C 4.59700 -5.36402 -0.90943  -0.93
C -0.12339 0.59304 1.87022  -0.90
C -1.63954 -1.11223 5.22065  -1.01
C 2.04081 -5.92105 -1.46468  -0.95
C -12.09618 0.72659 4.19048  -1.00
C 4.82688 0.21465 -3.26671  -0.73
C -7.83189 3.21411 2.58435  -0.81
C 3.09426 3.37149 -3.95347  -0.77
C -2.23493 1.75429 0.67158  -0.71
C 5.54563 -2.00062 -3.10371  -0.83
H 0.40356 2.26192 -2.46833  0.27
H 1.15934 3.47642 -4.98726  0.42
H -8.24598 3.88799 1.83583  0.41
H 1.80640 -5.18504 -0.69525  0.29
H -2.56250 2.07996 1.65587  0.15
H -12.66294 0.21846 3.41002  0.37
H 8.30383 -1.54634 -4.81745  0.26
H -1.57471 -2.14195 5.57275  0.42
H 1.48107 4.34055 -2.28950  0.35
H 1.91610 1.46366 -2.89324  0.03
H 3.43686 4.27348 -4.47968  0.28
H 1.22031 -5.97804 -2.17729  0.32
H -6.12620 2.41541 4.71309  0.45
H -4.05546 -2.60695 4.99213  0.43
H 4.75043 -2.01858 -2.35011  0.49
H 6.40453 -2.55228 -2.68591  0.19
H 11.52045 -1.16304 -2.69140  0.39
H -0.51095 0.95278 2.82232  0.23
H -4.43289 -0.91650 5.44517  0.31
H -6.20588 1.11778 3.48294  0.12
H 5.58163 -5.02807 -1.22976  0.28
H -8.98444 -0.97053 3.28176  0.23
H 0.95524 0.45618 1.94248  0.42
H 4.19266 -4.66526 -0.17645  0.31
H 0.57497 1.39097 -4.05991  0.26
H -4.65516 1.91325 3.84204  0.14
H -0.59428 -0.35420 1.60403  0.28
H 4.67547 -6.36253 -0.47855  0.41
H -0.65024 -0.76586 4.92689  0.31
H -10.20332 -1.31545 4.53371  0.32
H 11.45774 0.30570 -3.71313  0.30
H 9.84092 -0.77836 -5.28706  0.36
H -2.63617 2.42430 -0.08670  0.36
H -12.51109 1.71943 4.35303  0.33
H -10.66509 -1.30619 2.80432  0.37
H -5.02282 -1.58470 3.90348  0.28
H -8.16556 2.19716 2.38383  0.09
H 2.20239 -6.90169 -1.01601  0.37
H 9.84692 -2.28799 -4.32367  0.38
H 4.70420 0.51559 -2.21010  0.34
H -8.15636 3.52694 3.57661  0.38
H 7.28551 2.43464 -3.02640  0.21
H 5.20338 -2.53668 -4.00191  0.37
H -2.03533 -0.46731 6.00564  0.31
H -12.13446 0.15724 5.11935  0.31
H 3.87100 -0.24095 -3.59042  0.48
H -2.57606 0.73783 0.48011  0.30
H 3.38671 3.33954 -2.89444  0.50
H 11.25072 0.43158 -1.94945  0.33

Its HOMO energy is -7.15 eV. The gap between HOMO and LUMO comes out at 7.38 eV. The energy is -4482.7033 hartree.

> What is the energy in the fifth record?

-376.0520 hartree

> The lowest energy belongs to which entry?

C33H40MnN4P2Se

> Which of these has the lowest energy?

C33H40MnN4P2Se